Below is a structure of composition C27H45N10O4W, with properties calculated with ωB97M-V/def2-TZVPD.

Structure (XYZ):
```
87
C27H45N10O4W ωB97M-V/def2-TZVPD
W 1.1350 -0.4792 -0.6211
C 3.8153 -1.6618 0.9012
C 3.5351 -0.2548 1.3771
N 2.9702 0.5051 0.2335
C 4.0107 0.8091 -0.8229
C 3.5539 0.4812 -2.2424
N 2.7090 -0.7489 -2.2472
C 3.5700 -1.9652 -2.1356
C 3.0142 -2.8979 -1.0859
N 2.6481 -2.1165 0.1117
H 4.0036 -2.3306 1.7415
H 4.7040 -1.6972 0.2731
H 4.4313 0.2325 1.7683
H 2.7748 -0.2612 2.1604
H 2.7104 1.4065 0.6211
H 4.9137 0.2592 -0.5610
H 4.2582 1.8691 -0.7691
H 4.4302 0.3265 -2.8767
H 2.9670 1.2933 -2.6544
H 2.2197 -0.7921 -3.1349
H 4.5786 -1.6437 -1.8781
H 3.6474 -2.4647 -3.1008
H 3.7354 -3.6844 -0.8445
H 2.1110 -3.3690 -1.4593
H 2.0472 -2.6869 0.6954
N -0.3128 0.8456 0.4951
C 0.0685 2.2688 0.5133
C -1.1459 3.2027 0.3439
C -0.8429 4.6605 -0.0150
C -0.0505 5.4821 0.9978
N -0.7687 5.7570 2.2517
C -1.4870 6.8580 2.4884
N -1.8301 7.6771 1.5000
N -1.8835 7.1347 3.7295
C 1.0897 2.4262 -0.6221
O 1.8265 3.3754 -0.7176
O 1.1213 1.3794 -1.4283
H -1.1180 0.7430 -0.1266
H -0.6202 0.5020 1.4008
H 0.6003 2.4665 1.4489
H -1.7790 3.1296 1.2326
H -1.7412 2.7955 -0.4806
H -1.7963 5.1561 -0.2163
H -0.2900 4.6904 -0.9540
H 0.2285 6.4422 0.5598
H 0.8940 5.0053 1.2550
H -0.5532 5.1915 3.0558
H -1.6216 7.4647 0.5401
H -2.2843 8.5558 1.6876
H -1.5226 6.6302 4.5209
H -2.4911 7.9134 3.9236
C -3.3870 -0.8379 -3.9843
O -2.5177 -0.4163 -2.9103
C -1.3395 -0.9726 -2.7237
O -0.6501 -0.4778 -1.8171
N -1.0006 -2.0078 -3.5018
N 0.2433 -2.6345 -3.3884
H -4.2368 -0.1662 -3.9358
H -3.7265 -1.8611 -3.8191
H -2.8837 -0.7235 -4.9437
H -1.6996 -2.4031 -4.1132
H 0.5901 -2.8011 -4.3270
H 0.1063 -3.5323 -2.9296
N 0.1754 -1.8764 0.1981
C -0.7915 -2.5278 0.7086
C -1.4755 -1.9693 1.9178
C -1.1279 -2.3834 3.1982
C -1.7840 -1.8490 4.2978
C -2.8016 -0.9225 4.1217
C -3.1702 -0.5271 2.8432
C -2.5062 -1.0471 1.7399
C -1.2825 -3.8118 0.1652
C -2.5719 -4.2460 0.4758
C -3.0525 -5.4401 -0.0434
C -2.2467 -6.2208 -0.8561
C -0.9471 -5.8134 -1.1454
C -0.4724 -4.6184 -0.6371
H -0.3582 -3.1316 3.3382
H -1.5157 -2.1731 5.2936
H -3.3253 -0.5277 4.9812
H -3.9890 0.1654 2.7030
H -2.8144 -0.7677 0.7373
H -3.2067 -3.6513 1.1172
H -4.0539 -5.7662 0.2003
H -2.6169 -7.1593 -1.2434
H -0.3037 -6.4483 -1.7391
H 0.5563 -4.3348 -0.8124
```

## Properties
HOMO (alpha / beta): -14.53 / -14.52 eV
total charge: +3
F_max: 1.10 eV/Å
E_tot: -1970.73432 hartree
HOMO-LUMO gap (alpha / beta): 7.320 / 7.319 eV